Below is a structure of composition C39H61BBr2CrIN3OP2 at a distorted geometry, with properties calculated with wB97M-V/def2-TZVPD.

```
111
Properties=species:S:1:pos:R:3:lowdin_charge:R:1
Cr -0.11004 -2.00311 -0.46876 0.450
C -2.29982 2.89576 4.27558 -0.110
C -1.14761 2.46218 3.37558 -0.670
C -0.56389 1.18815 4.00650 -0.098
C -0.06487 3.56115 3.41662 -0.068
P -1.81209 1.99182 1.63139 1.137
C -0.31487 2.00851 0.53751 -0.333
N 0.77984 1.04779 0.78100 0.026
B 0.73742 -0.41128 0.75439 -0.436
N 1.94975 -0.77594 1.46929 -0.048
C 2.38125 -2.07890 1.77584 -0.269
P 1.08506 -3.31379 1.18937 1.137
C -0.18329 -3.53980 2.60605 -0.661
C -1.50913 -3.94491 1.95015 -0.106
C 0.21807 -4.50928 3.70775 -0.066
C -0.30562 -2.13276 3.15618 -0.125
C 2.00245 -4.87122 0.70783 -0.696
C 2.92440 -4.53831 -0.42792 -0.099
C 2.82392 -5.47352 1.85716 -0.063
C 0.99337 -5.90632 0.24177 -0.090
C 2.69303 0.33002 1.75639 -0.169
C 3.98806 0.40533 2.26791 -0.011
C 4.54661 1.65349 2.42319 -0.105
C 3.88107 2.76463 1.98929 -0.079
C 2.55750 2.71781 1.47135 -0.027
C 1.97293 1.48787 1.35520 -0.196
C -2.86311 3.39807 0.88770 -0.680
C -2.92589 3.17203 -0.62491 -0.120
C -4.30811 3.17751 1.45879 -0.095
C -2.33549 4.81858 1.20607 -0.082
H -1.90970 3.07466 5.26931 0.083
H -2.79416 3.78720 3.91780 0.056
H -3.03767 2.08491 4.40666 0.092
H -0.35771 1.41602 5.03720 0.086
H -1.32854 0.40843 3.95599 0.068
H 0.34568 0.90804 3.51361 0.061
H 0.06072 3.86900 4.41040 0.066
H 0.91731 3.25525 3.05144 0.055
H -0.33372 4.45980 2.84826 0.069
H -0.69818 1.92315 -0.48665 0.006
H 0.08041 3.02221 0.45497 0.080
H 3.31651 -2.37067 1.26269 0.099
H 2.59955 -2.15801 2.83846 0.107
H -1.44261 -4.81448 1.31405 0.047
H -2.30694 -4.17010 2.69881 0.112
H -1.92566 -3.10454 1.38387 0.060
H 0.28942 -5.55117 3.35912 0.084
H 1.14154 -4.13812 4.14110 0.090
H -0.57351 -4.44443 4.41960 0.080
H -0.56292 -1.39841 2.37336 0.047
H -1.10873 -2.15317 3.92018 0.114
H 0.56696 -1.74239 3.64961 0.081
H 3.61846 -3.71293 -0.24005 0.083
H 3.53383 -5.42493 -0.60003 0.101
H 2.36671 -4.32660 -1.35379 0.071
H 3.53069 -4.73428 2.21914 0.085
H 2.23284 -5.77908 2.68493 0.048
H 3.40825 -6.32111 1.50170 0.096
H 0.40714 -5.57003 -0.63697 0.064
H 1.53761 -6.79621 -0.13056 0.107
H 0.26724 -6.23529 0.97662 0.072
H 4.50231 -0.48241 2.60649 0.106
H 5.56969 1.74985 2.81576 0.116
H 4.33407 3.71969 2.06605 0.093
H 2.05782 3.60854 1.09403 0.113
H -3.74266 3.70184 -1.04232 0.075
H -3.11644 2.09187 -0.79266 0.050
H -1.99900 3.42696 -1.14936 0.073
H -4.62578 2.15617 1.16735 0.080
H -4.35615 3.19720 2.53903 0.053
H -4.94854 3.92109 1.07324 0.064
H -1.31350 4.92350 0.83878 0.072
H -2.96738 5.57953 0.74299 0.086
H -2.35295 5.00232 2.28946 0.065
O -5.16351 -0.55356 -3.93727 0.119
C -4.08968 -0.71165 -3.15728 -0.285
C -3.20182 0.29115 -2.76017 0.025
C -2.12942 -0.00473 -1.96330 -0.111
N -1.82431 -1.23716 -1.52944 -0.038
C -2.63923 -2.17395 -1.96966 -0.701
Br -2.07191 -3.94285 -1.69671 0.936
C -3.81208 -1.99476 -2.70474 -0.008
H -5.26300 0.38418 -4.21207 0.148
H -3.27473 1.30895 -3.12779 0.129
H -1.42241 0.78143 -1.70986 0.074
H -4.40783 -2.86177 -2.96341 0.126
Br 3.50385 3.66752 -5.28504 0.716
C 1.73541 4.35976 -5.21553 -0.730
C 1.42356 5.38447 -6.07485 -0.133
C 0.12530 5.81354 -6.09453 -0.090
C -0.85040 5.30904 -5.26371 -0.071
C -0.52070 4.24960 -4.42399 -0.170
C 0.76250 3.79533 -4.40204 -0.739
I 1.21680 2.18002 -3.16176 1.013
H 2.20890 5.80040 -6.72013 0.116
H -0.18995 6.62610 -6.76808 0.122
H -1.83560 5.74867 -5.23918 0.109
H -1.22634 3.82864 -3.73393 0.071
C 2.56430 -2.70818 -3.67948 -0.074
C 1.21887 -2.46693 -2.99986 -0.505
C 0.35747 -1.76611 -4.06032 -0.076
C 1.41953 -1.65277 -1.73799 -0.228
H 2.54932 -3.41209 -4.48353 0.076
H 3.33937 -3.04998 -2.97620 0.074
H 2.85770 -1.72834 -4.04548 0.089
H 0.77929 -3.42718 -2.73919 0.085
H 0.73368 -0.79125 -4.28817 0.029
H -0.69035 -1.64780 -3.80727 0.050
H 0.38321 -2.31278 -5.03012 0.100
H 1.39141 -0.56729 -1.95002 0.021
H 2.36962 -1.95808 -1.23185 0.067
```

Relative energy (zero: lowest compared OMol25 entry of this formula, charge and spin): 0.0 kcal per mole
E_HOMO (alpha / beta): -9.797 / -9.850 eV
Maximum force: 2.29 eV Å⁻¹
Net charge: +1
Orbital gap (alpha / beta): 7.0276 / 7.3124 eV
2S+1: 4
M: 999.4 g/mol
E_LUMO (alpha / beta): -2.769 / -2.537 eV
Electronic energy: -243807.1143 eV

---

Below is a structure of composition C2H3N3O at a distorted geometry, with properties calculated with wB97M-V/def2-TZVPD.

```
9
Properties=species:S:1:pos:R:3:lowdin_charge:R:1
C 0.33718 0.24290 0.55974 -0.669
C -0.96391 0.28456 -0.98586 -0.254
H 1.11683 -0.61189 1.88855 0.068
H -1.91283 0.35712 -1.49802 0.147
H -0.01465 -1.62721 -1.83618 0.267
N 0.73109 0.39918 1.81153 0.108
N -0.66304 0.98455 0.01851 0.175
N -0.13738 -0.64407 -1.22210 0.071
O 0.63204 -0.80755 -0.03165 0.087
```

Relative energy (zero: lowest compared OMol25 entry of this formula, charge and spin): 99.9 kcal per mole
E_HOMO: -8.513 eV
Maximum force: 10.80 eV Å⁻¹
Orbital gap: 8.6537 eV
2S+1: 1
M: 85.1 g/mol
E_LUMO: 0.141 eV
Electronic energy: -8636.1626 eV

---

Below is the molecule C10H15N3, with properties calculated with wB97M-V/def2-TZVPD.

```
28
Properties=species:S:1:pos:R:3:lowdin_charge:R:1
C 3.23184 -0.38041 1.88908 -0.023
C 2.24275 -1.21092 1.09948 -0.521
N 1.57174 -2.19843 1.53184 0.114
H 1.76001 -2.43897 2.49841 0.042
N 2.13198 -0.83456 -0.20261 0.022
H 2.51993 0.06024 -0.45836 0.136
C 1.07812 -1.33977 -1.05902 -0.151
C -0.03070 -0.32964 -1.19702 -0.206
C -0.23752 0.35624 -2.38534 -0.053
C -1.22352 1.32483 -2.46646 -0.084
C -1.99742 1.62229 -1.36010 -0.054
C -1.80032 0.94531 -0.16253 -0.220
C -0.81828 -0.03027 -0.09265 0.008
H -0.66404 -0.56272 0.83311 0.108
C -2.65796 1.25495 1.03709 -0.248
N -1.96587 0.94387 2.27723 -0.010
H -2.56871 1.12076 3.07249 0.067
H -1.13826 1.52291 2.37355 0.075
H -2.99532 2.30537 0.97439 0.111
H -3.55257 0.62183 0.99615 0.123
H -2.76214 2.38375 -1.42614 0.107
H -1.38368 1.85610 -3.39366 0.100
H 0.37155 0.13101 -3.24961 0.105
H 0.71768 -2.25102 -0.57784 0.110
H 1.49994 -1.58015 -2.04050 0.117
H 4.13862 -0.21207 1.31191 0.075
H 2.78589 0.58550 2.12611 0.078
H 3.49249 -0.87775 2.82032 0.073
```

Relative energy (zero: lowest compared OMol25 entry of this formula, charge and spin): 0.1 kcal per mole
E_HOMO: -8.545 eV
Maximum force: 0.63 eV Å⁻¹
SMILES string: [H]/N=C(\C)NCc1cccc(CN)c1
Orbital gap: 9.4208 eV
2S+1: 1
M: 177.3 g/mol
E_LUMO: 0.876 eV
Electronic energy: -15083.9052 eV